Density functional theory data (ωB97M-V/def2-TZVPD) for C15H25AlF6INO9P as an isolated structure at a distorted geometry.

Positions of all 59 atoms, in Å:
C -0.7766 -2.1688 -3.8925
C 0.4928 -1.3294 -3.6962
C 0.1755 0.0064 -3.0058
C 0.1315 -0.1500 -1.4735
C -1.1514 0.3605 -0.8168
P -0.7892 -0.0044 1.0122
O -1.9203 0.8314 1.8675
I -1.4379 -2.4059 1.2026
C -1.3688 1.9146 -0.8326
O -2.7210 2.2544 -1.0820
Al -3.2256 0.9183 -2.1953
C -5.2138 0.6085 -2.5096
O -5.5616 0.8623 -3.9281
N -5.4286 -0.3142 -4.6598
O -4.6063 -0.2331 -5.4915
O -2.3238 -0.2845 -1.1896
H -0.5637 -3.2364 -3.8427
H -1.1976 -1.9830 -4.8797
H -1.5238 -1.9231 -3.1411
H 1.0078 -1.1591 -4.6413
H 1.1763 -1.9044 -3.0718
H 0.9857 0.6908 -3.2588
H -0.7597 0.3891 -3.3978
H 0.2410 -1.1950 -1.1855
H 0.9552 0.4186 -1.0438
H -1.6630 0.6702 2.7841
H -1.1121 2.4044 0.1140
H -0.7510 2.4188 -1.5902
H -2.5986 1.2890 -3.6228
H -5.8217 1.3275 -1.9637
H -5.5761 -0.3988 -2.2851
C 6.6550 -4.7177 -0.9093
C 5.2088 -4.6671 -1.3534
O 4.5481 -3.4754 -0.8913
C 4.8281 -2.3598 -1.5499
O 5.5639 -2.2470 -2.4864
C 4.0206 -1.1931 -0.9510
F 4.1472 -1.1558 0.3818
F 2.7286 -1.3377 -1.2507
F 4.4447 -0.0292 -1.4391
H 6.7214 -4.6258 0.1753
H 7.1070 -5.6618 -1.2125
H 7.2310 -3.9043 -1.3472
H 4.6486 -5.4890 -0.9137
H 5.1142 -4.7408 -2.4363
C -1.0416 5.3036 5.2970
C -2.2585 4.5047 5.7094
O -2.0486 3.0890 5.5413
C -1.3058 2.4877 6.4540
O -0.8008 2.9822 7.4195
C -1.2002 0.9906 6.1079
F -0.8639 0.8312 4.8211
F -2.3768 0.3841 6.3139
F -0.2853 0.3889 6.8602
H -0.7626 5.0639 4.2709
H -1.2543 6.3699 5.3659
H -0.1874 5.0810 5.9346
H -3.1026 4.7423 5.0667
H -2.5524 4.7106 6.7384

The energy relative to the best compared isomer or geometry (same formula, charge and spin) is 0.00 kcal/mol. For the HOMO-LUMO gap, the calculation gives 7.2 eV. As for the net charge: -1. As for the spin multiplicity: 1. Its max |F| is 1.88 eV Å⁻¹. The LUMO energy comes out at 2.3 eV. The energy is -76171.4726 eV.

---

Density functional theory data (ωB97M-V/def2-TZVPD) for an isolated molecule of C18H22ClNO3.

Positions of all 45 atoms, in Å:
C -2.9884 -3.2808 -0.0914
H -1.9714 -3.2166 -0.4851
O -3.7160 -2.0970 -0.3472
C -3.1466 -0.8834 -0.1097
C -3.6771 0.1694 -0.8487
C -3.1827 1.4552 -0.7426
C -2.1355 1.7212 0.1238
C -1.6377 0.6891 0.9100
C -2.1224 -0.6077 0.8175
O -1.6608 -1.6342 1.5971
C -0.5639 -1.3987 2.4431
H -0.8142 -0.6901 3.2402
H -0.3271 -2.3653 2.8859
H 0.3032 -1.0317 1.8849
H -0.8502 0.9123 1.6122
C -1.4661 3.0647 0.1588
H -1.1600 3.3017 1.1784
H -2.1483 3.8427 -0.1853
C -0.2260 3.0696 -0.7631
N 0.6888 2.0092 -0.4355
C 0.7062 0.7826 -1.0106
C 1.6249 -0.0069 -0.3179
C 2.1646 0.8136 0.7166
C 1.5720 2.0358 0.6236
C 1.8115 3.2526 1.4455
H 2.6088 3.0499 2.1550
H 0.9236 3.5498 2.0032
H 2.1152 4.0925 0.8203
H 2.9045 0.5332 1.4386
C 1.9282 -1.3899 -0.5893
O 1.3218 -2.0963 -1.3744
C 3.0886 -1.9909 0.2025
H 2.9219 -1.9140 1.2770
H 3.2249 -3.0325 -0.0879
Cl 4.6003 -1.1239 -0.1694
C -0.0694 0.4337 -2.2258
H 0.1635 1.1209 -3.0404
H 0.1952 -0.5746 -2.5288
H -1.1412 0.4686 -2.0383
H 0.2902 4.0294 -0.6746
H -0.5500 2.9408 -1.7971
H -3.6013 2.2438 -1.3499
H -4.4809 -0.0599 -1.5302
H -3.5315 -4.0682 -0.6141
H -2.9499 -3.5097 0.9754

As for the SMILES: COc1ccc(CCn2c(C)cc(C(=O)CCl)c2C)cc1OC. The energy relative to the best compared isomer or geometry (same formula, charge and spin) is 42.28 kcal/mol. For the HOMO-LUMO gap, the calculation gives 8.7 eV. As for the spin multiplicity: 1. Its max |F| is 0.86 eV Å⁻¹. The LUMO energy comes out at 0.6 eV. The energy is -39177.7700 eV.

---

Density functional theory data (ωB97M-V/def2-TZVPD) for an isolated molecule of C4H9NOS at a distorted geometry.

Positions of all 16 atoms, in Å:
C 0.6494 -0.4924 1.9834
N 0.7011 -1.1498 0.6532
C -0.0884 -0.4565 -0.4291
C -0.3884 1.1080 -0.4405
S -2.3069 1.4510 -0.2579
C 0.3897 -0.9611 -1.7698
O -0.0984 -0.5970 -2.8545
H -0.3255 -0.1190 2.1323
H 0.8573 -1.2200 2.8269
H 1.2614 0.5021 2.1203
H 1.7634 -1.1381 0.3763
H -1.0706 -0.8927 -0.2084
H 0.0100 1.6834 0.3927
H -0.1580 1.6267 -1.4171
H -2.3823 2.3001 -1.3119
H 1.1862 -1.6448 -1.7959

As for the SMILES: CN[C@H](C=O)CS. The energy relative to the best compared isomer or geometry (same formula, charge and spin) is 63.15 kcal/mol. For the HOMO-LUMO gap, the calculation gives 9.6 eV. As for the spin multiplicity: 1. Its max |F| is 4.35 eV Å⁻¹. The LUMO energy comes out at 0.4 eV. The energy is -18664.7880 eV.

---

Density functional theory data (ωB97M-V/def2-TZVPD) for C46H43BiN7PS as an isolated structure at a distorted geometry.

Positions of all 99 atoms, in Å:
Bi -0.4927 -0.3087 -0.2325
C 0.9766 -3.5054 -0.5458
C 0.7201 -3.3119 -2.0401
C -0.6706 -2.9447 -2.4505
C -1.3422 -3.7885 -3.3341
C -2.5500 -3.4073 -3.8858
C -3.0509 -2.1557 -3.5617
C -2.3556 -1.3925 -2.6496
N -1.2176 -1.7841 -2.0814
N 1.3921 -2.2911 0.1431
C 2.6914 -1.7997 -0.3158
C 2.7399 -0.7627 -1.4154
C 4.0062 -0.3402 -1.8222
C 4.1114 0.6576 -2.7714
C 2.9504 1.2075 -3.2992
C 1.7394 0.7079 -2.8607
N 1.6396 -0.2503 -1.9477
C 1.4278 -2.5560 1.5734
C 0.1227 -2.4159 2.2995
C -0.0185 -3.0762 3.5186
C -1.1220 -2.8239 4.3123
C -2.0584 -1.9053 3.8555
C -1.8596 -1.3143 2.6240
N -0.8063 -1.5764 1.8587
H 1.7629 -4.2718 -0.4356
H 0.0730 -3.8820 -0.0595
H 0.9698 -4.2469 -2.5419
H 1.3844 -2.5367 -2.4220
H -0.9047 -4.7376 -3.5982
H -3.0691 -4.0572 -4.5709
H -3.9552 -1.7726 -4.0022
H -2.7223 -0.4255 -2.3504
H 3.3311 -2.6432 -0.6202
H 3.1874 -1.3185 0.5331
H 4.8880 -0.7937 -1.3970
H 5.0819 0.9978 -3.0940
H 2.9887 1.9963 -4.0305
H 0.8015 1.0762 -3.2594
H 2.0819 -1.8218 2.0558
H 1.8465 -3.5538 1.7823
H 0.7501 -3.7591 3.8426
H -1.2359 -3.3097 5.2689
H -2.9213 -1.6407 4.4418
H -2.5578 -0.5958 2.2297
C 4.3994 1.9729 1.5600
N 3.2605 2.8186 1.7833
C 3.2905 4.1617 2.0520
C 2.0271 4.5612 2.3025
N 1.2050 3.4581 2.1969
C 1.9801 2.3851 1.8709
S 1.5370 0.7830 1.6820
C -0.1611 3.4343 2.5141
C -0.6920 4.3988 3.3722
C -2.0345 4.3174 3.6913
C -2.7934 3.2916 3.1465
C -2.1646 2.3950 2.3010
N -0.8800 2.4559 1.9827
H 5.2808 2.5859 1.3955
H 4.2278 1.3421 0.6882
H 4.5735 1.3272 2.4231
H 4.1944 4.7318 2.0266
H 1.6409 5.5320 2.5209
H -0.0825 5.1736 3.8081
H -2.4794 5.0485 4.3495
H -3.8404 3.1844 3.3823
H -2.7197 1.5954 1.8343
C -0.1737 6.2116 0.2115
C -1.4873 5.7889 0.3450
C -1.8686 4.5358 -0.1035
C -0.9249 3.7004 -0.6920
C 0.3991 4.1180 -0.8013
C 0.7728 5.3742 -0.3597
P -1.3197 2.1244 -1.5189
C -1.7846 2.7558 -3.1819
C -1.8756 1.8528 -4.2400
C -2.2278 2.2980 -5.5026
C -2.4575 3.6468 -5.7284
C -2.3484 4.5506 -4.6855
C -2.0226 4.1074 -3.4157
C -2.8976 1.4629 -0.8829
C -4.1594 1.9789 -1.1590
C -5.2823 1.2736 -0.7550
C -5.1399 0.0550 -0.1092
C -3.8762 -0.4734 0.1315
C -2.7330 0.2301 -0.2288
H 0.1056 7.2068 0.5250
H -2.2222 6.4506 0.7819
H -2.9006 4.2258 -0.0234
H 1.1256 3.4637 -1.2670
H 1.7931 5.7116 -0.4749
H -1.6669 0.8016 -4.0825
H -2.3095 1.5993 -6.3231
H -2.7157 3.9949 -6.7166
H -2.5058 5.6053 -4.8597
H -1.9532 4.8204 -2.6101
H -4.2619 2.9027 -1.7122
H -6.2700 1.6546 -0.9661
H -6.0182 -0.5031 0.1823
H -3.8028 -1.4572 0.5783

The energy relative to the best compared isomer or geometry (same formula, charge and spin) is 15.39 kcal/mol. For the HOMO-LUMO gap, the calculation gives 7.3 eV. As for the net charge: +2. As for the spin multiplicity: 1. Its max |F| is 1.34 eV Å⁻¹. The LUMO energy comes out at -4.9 eV. The energy is -84782.6940 eV.

---

Density functional theory data (ωB97M-V/def2-TZVPD) for C54H43BF4KN7O3P2 as an isolated structure at a distorted geometry.

Positions of all 115 atoms, in Å:
K -1.1184 1.4119 -0.3822
O 3.6152 -1.6192 -0.4688
C 3.7033 -1.2552 -1.7931
C 4.9744 -1.4718 -2.3216
C 5.2279 -1.2598 -3.6591
C 4.1970 -0.8364 -4.4875
C 2.9340 -0.6488 -3.9587
C 2.6378 -0.8530 -2.6035
P 0.9254 -0.6180 -1.9564
C 0.3322 -2.3423 -1.8544
C 0.5357 -3.3126 -2.8372
C 0.0784 -4.6064 -2.6498
C -0.5752 -4.9492 -1.4688
C -0.7645 -3.9986 -0.4781
C -0.3093 -2.6977 -0.6693
C 0.1056 0.0847 -3.4426
C 0.3975 1.4161 -3.7447
C -0.2277 2.0585 -4.8025
C -1.1619 1.3796 -5.5743
C -1.4624 0.0581 -5.2790
C -0.8333 -0.5838 -4.2207
C 2.8719 -1.0316 0.5345
C 2.5557 -2.0694 1.5259
C 1.9550 -1.7950 2.6808
C 1.4142 -0.4403 2.9641
C 1.6370 0.6014 1.8306
C 2.5965 0.2758 0.7080
P 3.0307 1.6050 -0.4617
C 2.8730 3.1272 0.5489
C 1.9675 4.0868 0.1101
C 1.8320 5.3008 0.7745
C 2.6132 5.5651 1.8877
C 3.5236 4.6132 2.3381
C 3.6516 3.4055 1.6727
C 4.8541 1.5066 -0.5968
C 5.4338 2.1067 -1.7131
C 6.8057 2.0668 -1.9065
C 7.6154 1.4131 -0.9871
C 7.0481 0.8150 0.1298
C 5.6752 0.8641 0.3262
H 5.7528 -1.7902 -1.6421
H 6.2249 -1.4183 -4.0502
H 4.3690 -0.6666 -5.5426
H 2.1401 -0.3402 -4.6243
H 1.0660 -3.0520 -3.7469
H 0.2412 -5.3534 -3.4167
H -0.9205 -5.9650 -1.3193
H -1.2491 -4.2585 0.4554
H -0.4443 -1.9647 0.1196
H 1.1372 1.9427 -3.1473
H 0.0178 3.0896 -5.0251
H -1.6516 1.8798 -6.4000
H -2.1903 -0.4780 -5.8763
H -1.0835 -1.6132 -3.9960
H 2.8872 -3.0693 1.2780
H 1.7868 -2.5811 3.4079
H 1.6075 -0.1124 3.9888
H 1.8244 1.6025 2.2182
H 1.3724 3.8889 -0.7756
H 1.1257 6.0393 0.4166
H 2.5205 6.5130 2.4028
H 4.1396 4.8207 3.2041
H 4.3689 2.6709 2.0206
H 4.7999 2.5901 -2.4487
H 7.2413 2.5325 -2.7816
H 8.6863 1.3706 -1.1414
H 7.6764 0.3040 0.8489
H 5.2346 0.3850 1.1921
F -3.2119 2.5929 5.4829
C -3.7462 1.5747 4.8266
C -3.8954 0.4000 5.4428
F -3.5258 0.2770 6.7007
C -4.4267 -0.7765 4.7711
C -4.8869 -0.5284 3.4132
C -4.6527 0.6156 2.7740
F -5.0644 0.7584 1.5187
C -3.9827 1.7404 3.4062
C -3.5885 2.8536 2.7332
C -3.4466 2.9115 1.3013
N -3.1584 3.0184 0.1936
C -3.1583 4.0606 3.3766
N -2.7954 5.0569 3.8187
F -5.5362 -1.5004 2.7941
C -4.4756 -1.9982 5.3451
C -4.9547 -3.1755 4.6684
N -5.3382 -4.1480 4.1936
C -4.0261 -2.2854 6.6805
N -3.6674 -2.6054 7.7229
B -1.3951 -0.9667 3.0224
C -0.0322 -0.3371 2.4924
N 0.1955 0.4522 1.4839
H -1.3673 -0.9870 4.2519
H -2.3031 -0.2644 2.6131
H -1.5581 -2.1075 2.5966
O -2.9008 -0.9683 0.0101
C -3.2388 -0.5162 -1.1876
O -2.5176 0.2292 -1.8094
C -4.5770 -1.0267 -1.7122
N -5.1238 -2.0133 -0.7704
C -5.2043 -3.3313 -1.4337
C -4.1776 -3.2238 -2.5540
C -4.3652 -1.7841 -3.0311
H -5.2246 -0.1576 -1.8393
H -5.9973 -1.7218 -0.3595
H -3.6545 -1.5725 0.2449
H -6.2019 -3.5010 -1.8517
H -4.9912 -4.1295 -0.7236
H -4.3417 -3.9608 -3.3385
H -3.1666 -3.3694 -2.1625
H -5.2578 -1.6989 -3.6532
H -3.5212 -1.3850 -3.5905
N 0.1751 3.5736 3.0059
H 1.0772 3.9674 3.2552
H -0.2605 3.2615 3.8667
H -0.3783 4.3571 2.6762

The energy relative to the best compared isomer or geometry (same formula, charge and spin) is 60.93 kcal/mol. For the HOMO-LUMO gap, the calculation gives 4.2 eV. As for the spin multiplicity: 1. Its max |F| is 1.33 eV Å⁻¹. The LUMO energy comes out at -3.1 eV. The energy is -119713.9071 eV.

---

Density functional theory data (ωB97M-V/def2-TZVPD) for C72H62AlClNO14 as an isolated structure at a distorted geometry.

Positions of all 151 atoms, in Å:
C -3.0271 -5.3674 0.1866
C -2.0160 -5.6964 1.4136
O -0.8505 -4.8741 1.2174
C 0.3733 -5.5471 1.5873
C 1.3873 -4.5523 2.3772
O 2.4633 -4.0747 1.5465
C 1.9819 -3.3050 0.4221
C 1.1773 -1.9740 0.8817
O 1.4491 -0.9342 -0.0746
C 1.1669 0.3932 0.5036
Al -0.8362 0.8290 0.6556
C -1.6718 0.5986 -1.1913
C -1.1787 1.8847 -2.0686
C -0.9791 1.5519 -3.6196
C 0.4610 0.8665 -3.8470
O 0.9195 0.7894 -5.0131
O 1.2399 0.3859 -2.7584
C -1.7501 -0.2135 2.1686
C -2.6763 -1.4212 1.7171
O -2.5390 -2.5212 2.3189
Cl -3.9674 -1.3598 0.4298
N -1.0505 2.7161 1.1010
C -0.4026 3.0163 2.1955
C -1.1728 2.9060 3.5971
C 1.1174 3.5332 2.1751
H -4.0309 -5.8988 0.3193
H -3.1972 -4.2350 0.1420
H -2.4986 -5.7272 -0.7702
H -2.6085 -5.4426 2.3632
H -1.7929 -6.8141 1.4078
H 0.1625 -6.4384 2.2613
H 0.8970 -5.8356 0.6006
H 1.8595 -5.2175 3.1942
H 0.8283 -3.7287 2.9439
H 1.3861 -3.9232 -0.3438
H 2.9211 -2.9570 -0.1491
H 1.3975 -1.6854 1.9654
H 0.0605 -2.2562 0.8208
H 1.6669 0.4716 1.5398
H 1.7089 1.1533 -0.1639
H -2.8117 0.6434 -1.2156
H -1.2418 -0.3531 -1.6736
H -0.2573 2.3644 -1.5791
H -2.0387 2.6473 -2.0068
H -1.8387 0.8915 -3.9977
H -0.9524 2.5643 -4.1708
H 1.0167 -0.5698 -2.6756
H -0.9063 -0.6810 2.8034
H -2.3295 0.4590 2.9035
H -2.3045 2.9023 3.3848
H -0.9724 3.8585 4.1935
H -0.8794 1.9719 4.1798
H 1.5069 3.4932 3.2493
H 1.0983 4.6274 1.8177
H 1.8018 2.8733 1.5505
C 1.3825 5.6790 -5.1661
C 1.6667 5.0286 -3.9674
C 1.2803 5.5962 -2.7581
C 0.6182 6.8238 -2.7437
C 0.3552 7.4868 -3.9433
C 0.7289 6.9058 -5.1558
C -0.3029 8.8132 -3.9399
O -0.5366 9.3921 -4.9875
C -0.6654 9.4305 -2.6431
C -1.2339 10.7047 -2.6205
C -1.5896 11.2866 -1.4088
C -1.3877 10.5951 -0.2164
C -0.8166 9.3280 -0.2343
C -0.4454 8.7471 -1.4475
C 0.1949 7.4115 -1.4524
O 0.3754 6.8091 -0.4093
H 1.6761 5.2306 -6.1095
H 2.1878 4.0767 -3.9759
H 1.4996 5.0821 -1.8277
H 0.5151 7.4101 -6.0924
H -1.3968 11.2475 -3.5459
H -2.0268 12.2798 -1.3933
H -1.6721 11.0468 0.7284
H -0.6572 8.7960 0.6980
C 6.4114 -3.9552 4.4377
C 5.2521 -4.1780 3.6979
C 5.0932 -5.3652 2.9929
C 6.1003 -6.3304 3.0158
C 7.2723 -6.0968 3.7374
C 7.4207 -4.9113 4.4579
C 8.3697 -7.0906 3.7305
O 9.3926 -6.8896 4.3633
C 8.2093 -8.3300 2.9354
C 9.2570 -9.2496 2.8724
C 9.1108 -10.4220 2.1394
C 7.9153 -10.6849 1.4744
C 6.8713 -9.7689 1.5301
C 7.0200 -8.5848 2.2530
C 5.9144 -7.5993 2.2765
O 4.8703 -7.8278 1.6913
H 6.5304 -3.0318 4.9950
H 4.4701 -3.4261 3.6721
H 4.1852 -5.5337 2.4230
H 8.3235 -4.7297 5.0315
H 10.1898 -9.0524 3.3907
H 9.9288 -11.1332 2.0876
H 7.7991 -11.6034 0.9083
H 5.9441 -9.9768 1.0062
C 3.4984 -3.5967 -4.9525
C 2.8380 -2.3698 -4.9627
C 1.5482 -2.2771 -5.4725
C 0.9179 -3.4115 -5.9859
C 1.5891 -4.6356 -5.9980
C 2.8771 -4.7278 -5.4694
C 0.9517 -5.8364 -6.5844
O 1.5355 -6.9072 -6.5925
C -0.4036 -5.7151 -7.1696
C -0.9943 -6.8238 -7.7772
C -2.2715 -6.7231 -8.3173
C -2.9670 -5.5183 -8.2447
C -2.3799 -4.4102 -7.6453
C -1.0927 -4.5040 -7.1150
C -0.4626 -3.3074 -6.5103
O -1.0696 -2.2530 -6.4509
H 4.5019 -3.6695 -4.5458
H 3.3283 -1.4847 -4.5705
H 1.0381 -1.3182 -5.4721
H 3.3987 -5.6792 -5.4636
H -0.4593 -7.7661 -7.8342
H -2.7269 -7.5852 -8.7939
H -3.9667 -5.4422 -8.6600
H -2.9245 -3.4730 -7.5958
C -9.0538 5.4174 7.6972
C -7.9114 4.9556 8.3469
C -6.6779 5.0084 7.7084
C -6.5846 5.5129 6.4114
C -7.7323 5.9526 5.7519
C -8.9663 5.9145 6.4022
C -7.6552 6.4448 4.3565
O -8.6579 6.8327 3.7814
C -6.3439 6.4497 3.6701
C -6.2642 6.8558 2.3375
C -5.0346 6.8761 1.6884
C -3.8791 6.5002 2.3695
C -3.9548 6.0897 3.6955
C -5.1887 6.0542 4.3458
C -5.2629 5.5815 5.7463
O -4.2538 5.2482 6.3427
H -10.0150 5.3842 8.1997
H -7.9827 4.5560 9.3532
H -5.7905 4.6520 8.2212
H -9.8602 6.2677 5.8990
H -7.1599 7.1530 1.8018
H -4.9758 7.1872 0.6505
H -2.9188 6.5229 1.8645
H -3.0512 5.7936 4.2181

For the HOMO-LUMO gap, the calculation gives 4.6 eV. As for the net charge: -1. As for the spin multiplicity: 1. Its max |F| is 5.47 eV Å⁻¹. The LUMO energy comes out at 0.4 eV. The energy is -124944.3584 eV.